[1]
Entry from the Open Molecules 2025 dataset: a structure of composition C38H51Cl52F13N6O3PS (the ωB97M-V functional and the def2-TZVPD basis).

LUMO   -4.3 eV
HOMO   -0.3850 hartree
Total charge   +1
Kohn-Sham gap   6.2 eV

Structure (XYZ):
```
165
C38H51Cl52F13N6O3PS the ωB97M-V functional and the def2-TZVPD basis
C 1.739 -3.010 1.422
C 0.244 -2.269 1.538
C 0.189 -1.182 2.763
C 1.158 0.159 2.507
N 0.337 1.367 2.131
N 0.041 1.460 0.790
C 1.216 1.585 -0.189
N 1.706 0.423 -0.718
C 2.885 0.367 -1.650
C 2.645 0.998 -3.147
N 1.765 0.077 -3.966
N 1.622 3.014 -0.388
C 3.006 3.469 -0.008
O 3.179 3.913 1.380
C 3.432 2.821 2.319
C 4.551 1.632 2.202
O 2.687 2.825 3.460
C 0.444 3.740 0.301
P 0.436 5.424 -0.523
O 1.668 6.363 0.355
Cl -1.325 6.571 -0.231
C -0.795 2.686 0.343
C -2.038 3.122 1.314
C -3.509 2.525 0.952
C -3.771 0.954 1.423
F -4.296 1.049 2.829
F -2.560 0.107 1.405
C -4.841 0.326 0.352
F -4.099 0.283 -0.967
F -5.982 1.280 0.081
C -5.315 -1.213 0.626
F -4.786 -1.704 1.959
F -4.601 -2.105 -0.363
C -6.918 -1.490 0.706
F -7.663 -0.541 1.617
F -7.045 -2.817 1.427
S -7.845 -1.696 -0.885
F -8.654 -0.186 -0.532
F -6.758 -0.804 -1.841
F -7.158 -3.218 -1.264
F -9.087 -2.524 0.012
F -8.841 -1.864 -2.270
N -1.419 2.116 -0.901
C -1.527 2.983 -1.938
C -0.363 2.860 -3.133
C -2.681 4.109 -2.218
H 2.415 -2.729 2.357
H 2.282 -2.770 0.413
H 1.572 -4.188 1.513
H -0.147 -1.867 0.512
H -0.494 -3.154 1.850
H 0.656 -1.736 3.712
H -0.906 -0.897 3.077
H 1.596 0.396 3.594
H 2.088 -0.066 1.844
H -0.555 1.224 2.695
H 1.231 -0.473 -0.439
H 3.095 -0.795 -1.834
H 3.892 0.792 -1.229
H 3.714 0.974 -3.679
H 2.323 2.123 -3.145
H 1.987 0.099 -4.985
H 1.721 -0.892 -3.585
H 3.217 4.438 -0.676
H 3.875 2.731 -0.260
H 4.225 0.921 1.309
H 4.668 1.070 3.228
H 5.580 2.154 1.924
H 0.581 4.000 1.458
H 1.367 6.482 1.309
H -1.861 2.934 2.468
H -2.136 4.309 1.227
H -4.281 3.160 1.609
H -3.871 2.695 -0.156
H -0.798 3.248 -4.174
H -0.179 1.712 -3.264
H 0.563 3.476 -2.769
H -2.249 4.920 -2.960
H -3.112 4.556 -1.222
H -3.554 3.568 -2.822
C -0.921 6.059 3.979
Cl -0.861 4.334 3.580
Cl 0.684 6.792 3.811
Cl -2.097 6.896 2.951
H -1.239 6.161 5.020
C 1.701 -2.923 -6.702
Cl 2.637 -1.509 -7.216
Cl 1.936 -4.268 -7.831
Cl 2.152 -3.404 -5.058
H 0.641 -2.654 -6.704
C 7.459 4.838 0.637
Cl 8.458 5.799 -0.466
Cl 6.232 3.933 -0.264
Cl 8.468 3.737 1.591
H 6.950 5.520 1.323
C 2.530 -5.674 -1.628
Cl 2.004 -4.014 -1.960
Cl 1.934 -6.211 -0.048
Cl 1.976 -6.768 -2.907
H 3.622 -5.692 -1.609
C -1.579 -8.204 -0.288
Cl -1.011 -7.091 -1.544
Cl -2.073 -9.748 -1.003
Cl -0.322 -8.458 0.934
H -2.449 -7.757 0.200
C -1.591 -2.597 -3.239
Cl -0.372 -2.287 -1.992
Cl -1.308 -1.570 -4.655
Cl -1.588 -4.308 -3.701
H -2.574 -2.353 -2.828
C -8.324 -1.442 4.659
Cl -7.229 -2.056 5.909
Cl -9.081 -2.783 3.782
Cl -9.559 -0.392 5.376
H -7.740 -0.851 3.949
C -1.089 -13.020 0.860
Cl -2.530 -13.985 1.221
Cl -0.478 -12.240 2.330
Cl 0.168 -14.030 0.124
H -1.366 -12.241 0.146
C 1.691 9.174 -1.897
Cl 0.437 7.932 -1.738
Cl 2.937 8.656 -3.045
Cl 0.979 10.715 -2.405
H 2.160 9.317 -0.920
C 3.948 6.795 6.283
Cl 4.517 7.908 5.027
Cl 3.454 5.250 5.568
Cl 5.206 6.541 7.505
H 3.079 7.242 6.771
C 5.728 11.356 4.200
Cl 6.664 12.770 3.686
Cl 5.964 10.011 3.071
Cl 6.180 10.875 5.844
H 4.669 11.626 4.199
C -3.836 -8.814 -4.842
Cl -2.271 -8.469 -4.085
Cl -3.708 -8.719 -6.607
Cl -4.427 -10.409 -4.347
H -4.554 -8.061 -4.507
C 6.791 -0.993 -0.927
Cl 5.537 -2.235 -0.768
Cl 8.037 -1.512 -2.075
Cl 6.079 0.548 -1.435
H 7.260 -0.851 0.049
C -10.897 -4.835 7.014
Cl -9.801 -5.450 8.264
Cl -11.653 -6.176 6.136
Cl -12.132 -3.786 7.730
H -10.313 -4.245 6.304
C 8.747 0.905 -5.676
Cl 7.578 1.315 -6.943
Cl 7.937 0.758 -4.107
Cl 9.599 -0.595 -6.079
H 9.481 1.712 -5.611
C -4.886 -11.979 3.806
Cl -3.887 -11.018 2.703
Cl -6.113 -12.885 2.904
Cl -3.877 -13.080 4.760
H -5.395 -11.298 4.492
C 6.258 4.927 -7.431
Cl 7.574 4.747 -6.259
Cl 6.625 4.039 -8.919
Cl 4.726 4.370 -6.736
H 6.159 5.987 -7.677
```

[2]
Entry from the Open Molecules 2025 dataset: an isolated molecule of C3H4BrF (the ωB97M-V functional and the def2-TZVPD basis).

LUMO (spin up / spin down)   -0.6 / -0.1 eV
HOMO (spin up / spin down)   -0.3130 / -0.3248 hartree
Energy relative to the best compared isomer or geometry (same formula, charge and spin)   90.6 kcal/mol
Kohn-Sham gap (spin up / spin down)   7.9 / 8.7 eV

Structure (XYZ):
```
9
C3H4BrF the ωB97M-V functional and the def2-TZVPD basis
C 0.326 0.472 0.081
C -0.544 0.475 1.241
C 0.088 -0.603 -1.258
F -1.352 1.512 1.334
Br 1.558 -1.638 -1.672
H 0.411 1.481 -0.436
H 1.309 0.144 0.281
H -1.015 -0.544 1.516
H -0.780 -1.300 -1.087
```

[3]
Entry from the Open Molecules 2025 dataset: an isolated molecule of C5H6N4O3S (the ωB97M-V functional and the def2-TZVPD basis).

LUMO   0.4 eV
HOMO   -0.2871 hartree
Energy relative to the best compared isomer or geometry (same formula, charge and spin)   50.0 kcal/mol
Kohn-Sham gap   8.2 eV

Structure (XYZ):
```
19
C5H6N4O3S the ωB97M-V functional and the def2-TZVPD basis
C -0.538 1.794 0.654
C -1.123 0.687 0.144
C 0.668 -0.974 -0.215
C 1.792 1.032 1.104
C -2.537 0.807 -0.432
N -0.448 -0.511 0.148
N 0.706 1.599 1.149
N 1.287 -2.123 0.058
N -3.198 -0.374 -0.605
O -3.034 1.897 -0.678
O 3.766 -0.051 -0.047
O 1.378 -0.346 -1.216
S 2.607 0.729 -0.819
H -1.095 2.646 1.055
H 3.455 -0.108 0.865
H 1.968 -2.529 -0.486
H 1.212 -2.606 0.942
H -2.768 -1.287 -0.497
H -4.098 -0.283 -1.124
```

[4]
Entry from the Open Molecules 2025 dataset: a structure of composition C35H34CrN14O4S3 (the ωB97M-V functional and the def2-TZVPD basis).

LUMO (spin up / spin down)   3.2 / 3.2 eV
<S²>   6.0225
HOMO (spin up / spin down)   -0.0756 / -0.0756 hartree
Energy relative to the best compared isomer or geometry (same formula, charge and spin)   113.0 kcal/mol
Total charge   -2
2S+1   5
Kohn-Sham gap (spin up / spin down)   5.2 / 5.2 eV

Structure (XYZ):
```
91
C35H34CrN14O4S3 the ωB97M-V functional and the def2-TZVPD basis
Cr 0.233 -1.419 0.701
O -2.054 -1.586 -6.248
C -2.485 -0.797 -5.425
C -2.138 0.703 -5.749
C -2.584 1.684 -4.899
C -3.456 1.356 -3.806
C -3.715 0.030 -3.447
C -3.112 -1.069 -4.117
C -2.320 -1.908 -3.230
O -1.840 -2.976 -3.569
N -2.280 -1.372 -1.937
N -1.430 -1.931 -0.964
C -1.441 -3.189 -1.097
C -0.408 -3.983 -0.320
C -0.584 -5.311 0.084
C 0.125 -5.691 1.283
C 1.000 -4.838 1.856
C 1.519 -3.622 1.200
N 0.684 -3.252 -0.061
H -2.320 -0.367 -1.932
H -1.304 0.815 -6.389
H -2.339 2.845 -4.995
H -3.945 2.210 -3.259
H -4.169 -0.043 -2.436
H -2.098 -3.820 -1.666
H -1.419 -5.859 -0.361
H -0.032 -6.606 1.818
H 1.513 -5.051 2.798
H 2.605 -3.749 0.990
N 3.979 2.724 1.787
N 2.749 2.035 1.811
N 1.856 2.483 2.652
C 0.972 1.540 2.726
N 1.244 0.504 1.834
N 2.367 0.884 1.315
H 4.252 2.970 0.910
H 4.715 2.060 2.028
H 0.318 1.534 3.462
S 6.760 -0.231 1.049
C 5.936 -1.217 0.037
N 4.616 -0.906 -0.231
C 3.790 -1.736 -0.835
C 4.184 -2.975 -1.246
C 5.546 -3.347 -0.966
N 6.436 -2.483 -0.377
H 4.256 -0.035 0.243
H 2.750 -1.353 -0.963
H 3.479 -3.644 -1.755
H 5.936 -4.320 -1.262
C -0.611 -1.855 3.841
C 0.804 -2.090 4.248
C 1.266 -1.872 5.555
C 2.566 -2.215 5.908
C 3.432 -2.661 4.881
C 3.028 -2.727 3.551
C 4.094 -3.036 2.539
C 1.704 -2.413 3.195
N 1.257 -2.377 1.945
H -0.921 -2.866 3.515
H -0.710 -1.153 3.018
H -1.249 -1.450 4.671
H 0.527 -1.713 6.332
H 2.905 -2.041 6.893
H 4.431 -2.887 5.213
H 5.018 -2.944 3.035
H 3.999 -2.381 1.691
H 4.111 -4.013 2.127
N -4.315 6.346 -4.352
C -4.327 5.796 -3.005
C -4.863 4.525 -2.719
C -4.686 3.997 -1.497
C -4.222 4.750 -0.471
C -3.801 6.098 -0.590
C -3.902 6.650 -1.920
S -4.074 3.937 1.154
O -5.311 3.225 1.410
O -3.760 4.960 2.091
N -2.907 2.946 0.908
C -1.683 2.884 0.229
S -0.950 4.393 -0.423
C 0.417 3.434 -0.915
C 0.203 2.157 -0.620
N -0.923 1.812 0.077
H -4.409 5.708 -5.131
H -3.548 6.965 -4.666
H -5.406 4.026 -3.393
H -4.644 2.833 -1.156
H -3.473 6.720 0.282
H -3.557 7.631 -2.156
H 1.246 3.936 -1.343
H 0.897 1.278 -0.989
```

[5]
Entry from the Open Molecules 2025 dataset: a structure of composition C13H36O11V (the ωB97M-V functional and the def2-TZVPD basis).

LUMO   2.3 eV
HOMO   -0.1384 hartree
Energy relative to the best compared isomer or geometry (same formula, charge and spin)   0.0 kcal/mol
Total charge   -1
Kohn-Sham gap   6.1 eV

Structure (XYZ):
```
61
C13H36O11V the ωB97M-V functional and the def2-TZVPD basis
O 12.563 -16.839 20.869
V 13.227 -15.405 20.700
O 13.736 -15.284 19.199
C 13.227 -13.651 22.762
O 12.988 -14.830 22.973
O 13.440 -13.394 21.612
O 13.503 -12.778 23.518
O 15.302 -16.156 21.141
H 16.128 -15.722 20.926
H 15.361 -16.333 22.080
O 14.441 -17.204 23.517
H 13.766 -16.551 23.332
H 15.030 -16.772 24.136
C 9.134 -14.096 18.542
C 10.657 -14.102 18.671
C 11.297 -12.769 18.472
O 11.076 -14.584 19.949
H 8.938 -13.866 17.495
H 8.622 -13.463 19.267
H 8.773 -15.115 18.681
H 11.132 -14.739 17.925
H 10.850 -12.246 17.627
H 12.377 -12.780 18.326
H 11.075 -12.107 19.310
H 10.366 -14.265 20.510
C 9.858 -21.163 23.518
C 10.444 -19.884 24.119
C 11.666 -19.228 23.407
O 9.443 -18.914 24.149
H 9.770 -21.072 22.435
H 8.886 -21.485 23.890
H 10.475 -22.009 23.820
H 10.642 -20.026 25.181
H 12.574 -19.821 23.289
H 11.915 -18.412 24.085
H 11.302 -18.796 22.475
H 9.247 -18.842 23.212
C 15.479 -16.680 14.059
C 15.817 -15.453 14.875
C 14.717 -15.010 15.891
O 17.004 -15.702 15.562
H 16.338 -16.804 13.399
H 14.581 -16.440 13.490
H 15.328 -17.594 14.633
H 16.116 -14.692 14.155
H 13.771 -15.082 15.355
H 14.794 -14.043 16.388
H 14.717 -15.690 16.742
H 17.618 -15.086 15.157
C 15.670 -18.281 18.182
C 17.078 -18.788 17.757
C 17.240 -20.319 17.960
O 17.468 -18.475 16.435
H 15.475 -18.656 19.187
H 14.944 -18.738 17.509
H 15.630 -17.203 18.029
H 17.864 -18.322 18.351
H 18.212 -20.642 17.588
H 16.459 -20.942 17.525
H 17.283 -20.511 19.032
H 17.160 -17.589 16.233
```

[6]
Entry from the Open Molecules 2025 dataset: an isolated molecule of C18H18ClNO3S (the ωB97M-V functional and the def2-TZVPD basis).

LUMO   0.3 eV
SMILES   O=C(NCCc1ccccc1)C1(S(=O)(=O)c2ccc(Cl)cc2)CC1
HOMO   -0.3354 hartree
Energy relative to the best compared isomer or geometry (same formula, charge and spin)   37.7 kcal/mol
Kohn-Sham gap   9.4 eV

Structure (XYZ):
```
42
C18H18ClNO3S the ωB97M-V functional and the def2-TZVPD basis
O -0.187 0.796 -2.931
C -0.649 -0.060 -2.202
N 0.014 -1.145 -1.766
C 1.351 -1.495 -2.211
C 2.371 -0.374 -1.970
C 2.465 0.013 -0.522
C 1.803 1.138 -0.048
C 1.927 1.522 1.276
C 2.708 0.780 2.144
C 3.349 -0.359 1.688
C 3.227 -0.740 0.364
C -2.068 0.038 -1.710
S -2.570 -0.951 -0.285
O -3.969 -0.721 -0.053
O -2.146 -2.318 -0.498
C -1.663 -0.326 1.140
C -2.055 0.868 1.716
C -1.424 1.316 2.862
C -0.412 0.547 3.422
Cl 0.353 1.085 4.865
C -0.016 -0.651 2.844
C -0.648 -1.084 1.692
C -2.792 1.346 -1.856
C -3.156 0.209 -2.742
H -0.525 -1.857 -1.288
H 1.334 -1.724 -3.284
H 1.644 -2.392 -1.664
H 2.077 0.491 -2.563
H 3.341 -0.729 -2.323
H 1.206 1.726 -0.729
H 1.422 2.410 1.628
H 2.822 1.091 3.172
H 3.958 -0.944 2.362
H 3.745 -1.619 0.007
H -2.869 1.427 1.284
H -1.720 2.242 3.328
H 0.768 -1.237 3.294
H -0.380 -2.022 1.233
H -3.486 1.614 -1.075
H -2.222 2.162 -2.275
H -4.082 -0.310 -2.548
H -2.849 0.236 -3.777
```

[7]
Entry from the Open Molecules 2025 dataset: a cluster of 15 separate species, C5H42NO14 in total (the ωB97M-V functional and the def2-TZVPD basis).

LUMO   -2.4 eV
HOMO   -0.4747 hartree
Energy relative to the best compared isomer or geometry (same formula, charge and spin)   31.1 kcal/mol
Total charge   +1
Kohn-Sham gap   10.5 eV

Structure (XYZ):
```
62
C5H42NO14 the ωB97M-V functional and the def2-TZVPD basis
C -2.281 0.012 0.704
C -3.123 -1.207 0.477
C -2.324 -2.466 0.263
C -1.428 -2.806 1.436
C -3.387 -3.604 0.101
N -1.206 0.281 -0.399
H -1.716 0.127 1.653
H -2.935 0.930 0.691
H -3.828 -1.182 -0.387
H -3.782 -1.319 1.352
H -1.761 -2.490 -0.701
H -0.374 -2.574 1.235
H -1.481 -3.884 1.774
H -1.800 -2.354 2.396
H -2.903 -4.521 -0.230
H -4.061 -3.722 0.932
H -3.901 -3.534 -0.868
H -0.248 0.444 -0.023
H -1.308 -0.463 -1.085
H -1.451 1.178 -0.822
H -2.189 1.915 4.463
H -1.379 2.845 3.863
O -1.345 1.875 3.953
H 4.415 1.140 1.561
H 3.924 2.213 0.525
O 3.976 2.001 1.463
H 1.291 -0.413 2.493
H 1.548 1.031 1.769
O 1.701 0.073 1.767
H 0.748 5.198 1.896
H -0.201 5.946 1.077
O -0.054 5.039 1.372
H -3.212 0.865 -3.080
H -2.231 1.854 -2.806
O -2.862 1.314 -2.294
H 0.846 4.054 -3.497
H 1.256 2.699 -3.004
O 0.470 3.191 -3.294
H 1.749 -0.133 5.113
H 0.911 -1.346 5.372
O 1.832 -1.096 5.244
H 3.862 -0.615 3.002
H 3.275 -0.556 1.669
O 3.938 -1.085 2.162
H -2.476 -0.157 -5.739
H -2.400 -0.915 -4.182
O -2.854 -0.346 -4.881
H 1.820 1.184 -0.853
H 1.047 2.594 -0.920
O 0.979 1.664 -0.702
H -2.097 -3.154 -4.257
H -2.154 -2.798 -2.778
O -1.868 -2.456 -3.629
H 1.974 0.514 -5.630
H 3.256 0.335 -4.839
O 2.304 0.395 -4.736
H 2.635 -2.348 2.703
H 1.988 -3.463 3.578
O 1.824 -2.847 2.862
H 3.486 0.200 -2.112
H 3.367 -0.481 -0.587
O 3.174 0.229 -1.205
```

[8]
Entry from the Open Molecules 2025 dataset: a structure of composition C8H14O (the ωB97M-V functional and the def2-TZVPD basis).

LUMO (spin up / spin down)   -0.1 / -0.1 eV
HOMO (spin up / spin down)   -0.2849 / -0.2849 hartree
Energy relative to the best compared isomer or geometry (same formula, charge and spin)   107.4 kcal/mol
Kohn-Sham gap (spin up / spin down)   7.6 / 7.6 eV

Structure (XYZ):
```
23
C8H14O the ωB97M-V functional and the def2-TZVPD basis
C 0.748 -0.941 0.514
C 0.127 -1.899 -0.491
C 1.611 -1.670 1.534
C -0.547 -0.235 1.732
O -0.094 0.205 2.790
H 1.378 -0.198 0.027
H -1.112 -1.174 1.640
H 0.897 -2.498 -0.987
H 1.052 -2.472 2.025
H -0.453 -1.399 -1.269
H -0.548 -2.602 0.009
H 1.961 -0.993 2.312
H 2.479 -2.113 1.035
C 0.005 1.507 -1.258
C -0.872 2.486 -2.064
C -0.723 1.003 -0.106
C -1.490 0.864 0.875
H 0.910 2.016 -0.913
H 0.321 0.677 -1.896
H -1.164 3.341 -1.456
H -0.310 2.851 -2.924
H -1.774 1.994 -2.427
H -2.402 1.249 1.296
```